Computed, not measured: a structure of composition C28H47BrF6FeNO10P3SSi at a distorted geometry, with the ωB97M-V functional and the def2-TZVPD basis.

* gap between HOMO and LUMO (alpha / beta): 6.39 / 6.28 eV
* total energy: -219089.4589 eV
* net charge: 0
* ⟨S²⟩: 6.08
* spin multiplicity: 5

Atoms and positions in Å:
Fe: 0.5083 -0.2324 -1.1202
C: -1.3307 -2.8210 1.6255
C: -0.9622 -2.0362 2.8732
C: -1.4176 -2.7118 4.1612
O: -1.5547 -0.7163 2.8415
P: -0.8214 0.4259 2.0003
O: 0.2871 -0.1241 1.2052
C: -2.1950 1.3323 1.2315
P: -2.8908 0.2214 -0.0434
O: -1.8121 -0.4907 -0.7381
O: -3.9430 1.0263 -0.9238
C: -3.8143 2.0502 -1.9098
C: -3.5761 3.4065 -1.2537
C: -2.7537 1.6944 -2.9288
O: -3.8589 -0.8334 0.6105
C: -5.0664 -0.6991 1.3737
C: -5.8450 0.5891 1.1472
C: -4.7423 -0.8806 2.8495
O: -0.3489 1.5605 3.0211
C: 0.8595 1.3827 3.7830
C: 0.4853 0.8555 5.1604
C: 1.5769 2.7209 3.8832
H: -0.9008 -3.8155 1.7040
H: -0.9168 -2.3221 0.7531
H: -2.4090 -2.8932 1.5063
H: 0.1271 -1.9202 2.8933
H: -2.4841 -2.9228 4.1406
H: -1.2073 -2.0800 5.0220
H: -0.8740 -3.6455 4.2728
H: -1.7790 2.2083 0.7475
H: -2.8945 1.6437 1.9991
H: -4.8083 2.0560 -2.3768
H: -2.5492 3.4899 -0.9116
H: -4.2404 3.5364 -0.4015
H: -3.7685 4.1956 -1.9760
H: -1.7964 1.5990 -2.4298
H: -2.6956 2.4387 -3.7178
H: -2.9670 0.7279 -3.3729
H: -5.6788 -1.5440 1.0349
H: -5.2765 1.4469 1.4972
H: -6.7796 0.5369 1.7033
H: -6.0764 0.7253 0.0961
H: -4.1258 -0.0628 3.2082
H: -4.1946 -1.8043 2.9946
H: -5.6610 -0.9226 3.4266
H: 1.4993 0.6732 3.2459
H: -0.1429 1.5876 5.6626
H: 1.3790 0.6875 5.7529
H: -0.0654 -0.0745 5.0709
H: 0.9260 3.4681 4.3298
H: 1.8906 3.0568 2.8988
H: 2.4659 2.5977 4.4951
O: 0.0744 1.6497 -0.8314
N: 0.7319 2.8010 -0.9426
C: 0.2531 3.7214 -1.7994
C: 0.7280 5.0051 -1.8153
C: 1.7605 5.3585 -0.9366
C: 2.3163 4.3849 -0.1512
C: 1.8198 3.0648 -0.1596
S: 2.5100 1.8642 0.7951
H: -0.5228 3.3687 -2.4586
H: 0.3093 5.7258 -2.4975
H: 2.1278 6.3725 -0.9148
H: 3.1467 4.5922 0.5046
F: 1.6254 -0.6338 -3.4373
P: 0.4005 0.0095 -4.3177
F: -0.8264 0.7090 -5.0784
F: 0.2895 -1.3135 -5.1920
F: 0.5167 1.3166 -3.3291
F: -0.6597 -0.6258 -3.2272
F: 1.4513 0.6680 -5.3165
C: -0.8591 -4.2625 -1.6860
Si: 0.8951 -3.4725 -1.6204
C: 1.9580 -4.3938 -0.3091
C: 1.7072 -3.7569 -3.3375
O: 0.7498 -1.9304 -1.2353
H: -0.8547 -5.1009 -2.3758
H: -1.5878 -3.5354 -2.0266
H: -1.1745 -4.6250 -0.7143
H: 1.4315 -5.2501 0.1022
H: 2.2301 -3.7270 0.5008
H: 2.8800 -4.7537 -0.7559
H: 2.0016 -4.7971 -3.4486
H: 2.5827 -3.1296 -3.4601
H: 1.0114 -3.5038 -4.1295
Br: 8.5058 -1.2654 0.6952
C: 7.0648 -0.9628 -0.5163
C: 7.3556 -0.6616 -1.8366
C: 6.3098 -0.4236 -2.7152
C: 4.9956 -0.4722 -2.2793
C: 4.7281 -0.7755 -0.9504
C: 5.7630 -1.0279 -0.0586
C: 3.3090 -0.7951 -0.4371
O: 2.9805 -1.5792 0.4333
O: 2.5663 0.1176 -0.9532
H: 8.3819 -0.6193 -2.1738
H: 6.5282 -0.1807 -3.7449
H: 4.1687 -0.2845 -2.9478
H: 5.5367 -1.2608 0.9702